Entry from OMol25: a 2-piece molecular cluster, C36H38N overall at a distorted geometry (wB97M-V/def2-TZVPD).

Results
- Gap between HOMO and LUMO: 4.93 eV

The geometry in ORCA input format:
```
! RIJCOSX wB97M-V def2-TZVPD def2/J DEFGRID3
* xyz 1 1
C 6.557 -3.819 -2.663
C 5.306 -3.153 -2.183
C 5.248 -1.754 -2.153
C 4.072 -1.099 -1.843
C 2.912 -1.824 -1.463
C 1.690 -1.128 -1.201
C 0.611 -1.630 -0.492
C -0.634 -0.981 -0.608
C -1.795 -1.680 -1.058
C -2.683 -1.062 -1.975
C -3.575 -1.819 -2.713
C -3.682 -3.204 -2.518
C -4.642 -4.024 -3.326
C -2.863 -3.810 -1.552
C -1.952 -3.071 -0.815
C 3.001 -3.244 -1.415
C 4.175 -3.884 -1.794
H 6.411 -4.894 -2.794
H 6.874 -3.391 -3.623
H 7.387 -3.668 -1.962
H 6.143 -1.185 -2.406
H 4.018 -0.009 -1.878
H 1.561 -0.153 -1.685
H 0.706 -2.573 0.059
H -0.622 0.104 -0.724
H -2.595 0.013 -2.146
H -4.198 -1.327 -3.461
H -4.783 -5.005 -2.865
H -5.622 -3.544 -3.420
H -4.273 -4.185 -4.346
H -2.948 -4.886 -1.392
H -1.301 -3.549 -0.083
H 2.126 -3.824 -1.112
H 4.223 -4.974 -1.805
C -4.864 2.892 -0.771
C -3.623 2.807 -1.414
C -2.568 2.111 -0.822
C -2.705 1.547 0.468
C -1.602 0.942 1.203
C -0.406 1.586 1.519
N 0.141 1.460 2.779
C -0.715 0.864 3.815
C -0.031 0.619 5.163
C 0.886 1.750 5.597
C 1.867 2.063 4.481
C 1.124 2.465 3.217
C 0.364 2.373 0.506
C -0.143 3.578 0.001
C 0.538 4.267 -1.004
C 1.767 3.790 -1.470
C 2.332 2.642 -0.898
C 1.639 1.944 0.089
C -3.993 1.568 1.065
C -5.043 2.263 0.472
H -5.686 3.442 -1.236
H -3.467 3.300 -2.377
H -1.619 1.996 -1.354
H -1.843 0.001 1.704
H -1.602 1.509 3.984
H -1.091 -0.105 3.463
H -0.816 0.462 5.909
H 0.535 -0.318 5.096
H 0.294 2.641 5.834
H 1.423 1.460 6.503
H 2.533 2.883 4.763
H 2.499 1.193 4.272
H 1.853 2.645 2.421
H 0.604 3.425 3.400
H -1.081 3.965 0.405
H 0.101 5.174 -1.428
H 2.294 4.316 -2.269
H 3.313 2.288 -1.219
H 2.066 1.043 0.537
H -4.122 1.057 2.026
H -6.008 2.329 0.982
*
```

Entry from OMol25: a 3-piece molecular cluster, C28H25F5N3O4 overall (wB97M-V/def2-TZVPD).

Results
- Gap between HOMO and LUMO: 9.25 eV

The geometry in ORCA input format:
```
! RIJCOSX wB97M-V def2-TZVPD def2/J DEFGRID3
* xyz 1 1
C 0.643 4.898 0.439
C 0.075 3.521 0.265
C 0.856 2.509 -0.298
C 0.361 1.227 -0.431
C -0.927 0.900 -0.006
C -1.530 -0.463 -0.156
N -0.911 -1.609 0.679
C 0.576 -1.638 0.664
C 1.141 -2.144 -0.492
C 2.519 -2.187 -0.637
C 3.327 -1.711 0.386
C 2.742 -1.222 1.547
C 1.365 -1.184 1.702
C -1.575 -1.865 2.003
F -2.738 -2.471 1.673
F -0.853 -2.736 2.696
C -1.962 -0.637 2.896
F -3.091 -0.082 2.446
F -2.197 -1.135 4.115
F -0.993 0.267 2.986
C -1.717 1.918 0.521
C -1.222 3.204 0.651
H 1.373 5.116 -0.338
H -0.126 5.666 0.429
H 1.186 4.940 1.384
H 1.865 2.728 -0.617
H 0.993 0.466 -0.869
H -2.600 -0.435 0.033
H -1.419 -0.804 -1.184
H -1.168 -2.452 0.156
H 0.519 -2.516 -1.300
H 2.926 -2.577 -1.557
H 4.402 -1.703 0.313
H 3.370 -0.850 2.342
H 0.942 -0.807 2.619
H -2.737 1.743 0.834
H -1.853 3.982 1.061
C 9.383 -1.632 -3.909
C 8.347 -1.678 -4.834
C 7.066 -2.009 -4.426
C 6.849 -2.287 -3.088
C 7.867 -2.254 -2.151
C 9.144 -1.923 -2.572
N 5.491 -2.620 -2.648
O 4.611 -2.667 -3.484
O 5.302 -2.832 -1.462
H 10.381 -1.370 -4.232
H 8.537 -1.453 -5.874
H 6.254 -2.048 -5.136
H 7.671 -2.481 -1.115
H 9.953 -1.891 -1.856
C -6.898 -0.223 1.982
C -8.266 -0.211 1.746
C -8.890 0.957 1.336
C -8.126 2.095 1.168
C -6.765 2.108 1.404
C -6.150 0.936 1.814
N -8.779 3.337 0.712
O -9.976 3.305 0.531
O -8.072 4.309 0.545
H -6.414 -1.138 2.299
H -8.848 -1.112 1.878
H -9.954 0.979 1.149
H -6.196 3.016 1.268
H -5.089 0.930 2.002
*
```

Entry from OMol25: the molecule C5H11NOS at a distorted geometry (wB97M-V/def2-TZVPD).

Results
- Structure (SMILES): COC[C@@H](N)[C@H]1CS1
- Gap between HOMO and LUMO: 9.46 eV

The geometry in ORCA input format:
```
! RIJCOSX wB97M-V def2-TZVPD def2/J DEFGRID3
* xyz 0 1
C 2.598 -1.194 -0.202
O 1.291 -0.689 -0.385
C 0.989 0.371 0.479
C -0.446 0.842 0.185
N -0.663 1.232 -1.202
C -1.468 -0.174 0.638
C -2.857 -0.110 0.142
S -1.937 -1.537 -0.461
H 2.745 -1.991 -0.949
H 2.733 -1.594 0.828
H 3.355 -0.413 -0.359
H 1.077 0.075 1.522
H 1.698 1.190 0.290
H -0.602 1.762 0.817
H -0.059 1.976 -1.468
H -0.380 0.460 -1.777
H -1.358 -0.496 1.663
H -3.065 0.611 -0.607
H -3.651 -0.321 0.845
*
```